The following is a quantum chemistry calculation of C52H47N9O2STi as an isolated structure, from the Open Molecules 2025 dataset.

```
112
Properties=species:S:1:pos:R:3:forces:R:3:lowdin_spin:R:1
Ti -0.5179 0.5709 -0.2999 -0.4 -1.2 0.5 0.175
O -4.0464 -2.7280 -0.3911 -0.2 0.1 0.0 0.000
C -3.0693 -3.6472 -0.3851 0.4 0.0 -0.2 0.000
C -3.3662 -4.9632 -0.0131 -0.1 0.2 0.0 0.000
C -2.3665 -5.9100 0.0520 -0.1 0.1 0.0 0.000
C -1.0512 -5.5805 -0.2595 0.2 0.0 0.0 0.000
C -0.7549 -4.3071 -0.6835 -0.1 0.0 0.0 0.000
C -1.7500 -3.3265 -0.7543 -0.3 0.0 0.0 0.000
C -1.3756 -1.9606 -1.1309 0.4 0.1 -1.0 0.000
O -2.1497 -0.9463 -0.9934 -0.1 0.6 0.1 0.002
N -0.1779 -1.8055 -1.6644 0.3 -1.5 0.4 -0.001
N 0.1373 -0.5175 -1.9082 0.2 0.9 -1.2 0.005
C 0.7622 -0.2904 -3.0169 -0.5 -0.6 0.5 0.003
C 1.1970 1.0279 -3.3994 0.3 1.0 -0.4 0.001
C 1.8160 1.2323 -4.6395 -0.2 -0.2 0.4 0.000
C 2.2396 2.5003 -4.9853 -0.1 0.2 0.3 0.000
C 2.0346 3.5262 -4.0719 0.1 -0.2 -0.1 0.001
C 1.4056 3.2309 -2.8703 0.0 0.1 0.0 0.005
N 0.9780 2.0243 -2.5276 0.0 -0.3 -0.3 0.006
H -3.6594 -1.8603 -0.6408 -0.1 -0.2 0.2 0.000
H -4.3872 -5.2181 0.2274 -0.1 0.0 0.0 0.000
H -2.6013 -6.9228 0.3404 -0.1 -0.1 0.1 0.000
H -0.2727 -6.3223 -0.1724 0.1 -0.1 -0.1 0.000
H 0.2486 -4.0312 -0.9680 0.1 0.0 0.0 0.000
H 0.9089 -1.1126 -3.7151 -0.1 0.0 0.2 0.000
H 1.9548 0.4009 -5.3106 0.0 -0.2 -0.1 0.000
H 2.7236 2.6869 -5.9337 0.0 0.0 0.0 0.000
H 2.3684 4.5312 -4.2783 0.0 0.1 0.0 0.000
H 1.2486 4.0132 -2.1420 0.0 0.1 0.0 0.003
C -3.6308 3.3051 1.0449 0.0 0.0 0.0 0.002
C -4.0156 2.5580 -0.2001 0.3 -0.2 0.0 0.005
C -5.3678 2.4561 -0.4952 0.0 0.0 -0.1 0.000
C -5.7988 1.8353 -1.6502 0.1 0.0 0.0 0.002
C -4.8686 1.3510 -2.5529 0.0 0.1 0.1 0.000
C -3.5072 1.4500 -2.3038 0.3 0.1 0.1 0.003
C -2.5138 1.0163 -3.3416 0.0 -0.2 0.0 0.003
C -3.0736 2.0074 -1.0903 -1.4 -0.1 -0.3 0.009
N -1.6994 2.0497 -0.7646 0.4 0.2 0.2 0.115
C -1.0986 3.2444 -0.6377 -0.1 0.5 -0.3 0.221
C -1.7054 4.5036 -1.1894 0.0 -0.2 0.0 0.029
C 0.1169 3.2633 0.0817 0.2 0.2 0.2 0.168
C 0.8270 4.5577 0.3797 0.0 -0.2 -0.1 0.018
N 0.5450 2.0907 0.5595 -0.3 0.5 -0.4 0.164
C 1.5946 2.1585 1.5168 0.8 0.2 0.9 0.013
C 1.2850 2.4784 2.8488 0.0 0.0 -0.3 0.005
C -0.1135 2.8250 3.2762 0.0 -0.1 -0.1 0.001
C 2.3084 2.5134 3.7868 0.1 0.1 -0.1 0.001
C 3.6218 2.2833 3.4248 0.0 0.0 0.0 0.000
C 3.9294 2.0441 2.0987 -0.1 0.0 0.0 0.000
C 2.9351 2.0052 1.1310 -0.3 0.0 -0.1 0.003
C 3.3116 1.9202 -0.3158 -0.2 -0.1 0.0 0.002
H -4.2466 2.9926 1.8860 0.0 0.0 0.1 0.000
H -3.8206 4.3664 0.8908 0.0 0.1 0.1 0.000
H -2.5815 3.1828 1.3027 0.0 0.0 0.2 0.002
H -6.0852 2.8902 0.1862 -0.1 0.0 0.1 0.000
H -6.8528 1.7581 -1.8658 -0.1 0.0 0.0 0.000
H -5.2024 0.9133 -3.4810 0.0 -0.1 -0.1 0.000
H -2.1859 -0.0034 -3.1296 0.1 0.1 -0.1 0.001
H -2.9715 1.0243 -4.3284 0.0 0.0 0.0 0.000
H -1.6408 1.6745 -3.3512 0.0 -0.1 0.0 0.001
H -2.6750 4.2988 -1.6375 0.0 0.0 0.0 0.000
H -1.0676 4.9391 -1.9602 0.1 0.0 0.0 0.010
H -1.8352 5.2450 -0.4016 0.0 0.1 0.0 0.008
H 0.7645 5.2483 -0.4579 -0.1 0.0 0.0 0.003
H 1.8736 4.3822 0.6231 -0.1 0.0 0.0 0.001
H 0.3721 5.0508 1.2394 -0.1 0.0 0.1 0.007
H -0.8532 2.4124 2.5895 -0.1 0.0 0.1 0.001
H -0.2242 3.9093 3.3009 -0.1 0.1 0.0 0.000
H -0.3202 2.4657 4.2821 0.0 -0.1 0.0 0.000
H 2.0727 2.7365 4.8156 -0.1 0.0 0.2 0.000
H 4.4064 2.3351 4.1648 0.1 -0.1 0.1 0.000
H 4.9596 1.9058 1.8026 0.1 0.0 -0.1 0.000
H 4.3274 1.5528 -0.4244 0.1 -0.1 -0.1 0.000
H 3.2708 2.9155 -0.7611 0.0 0.1 -0.1 0.000
H 2.6280 1.2718 -0.8607 0.2 0.2 0.0 0.001
N 3.4378 -2.9624 0.5555 0.2 0.1 0.3 0.000
C 3.6814 -3.6500 -0.6368 0.1 -0.2 -0.5 0.000
C 4.0174 -4.9932 -0.5960 0.0 0.1 -0.1 0.000
C 4.3264 -5.6701 -1.7670 0.0 0.0 0.1 0.000
C 4.2724 -5.0108 -2.9806 0.0 0.0 -0.1 0.000
C 3.8867 -3.6765 -3.0349 0.0 -0.1 0.2 0.000
C 3.6041 -2.9993 -1.8652 -0.2 0.3 0.2 0.000
S 3.1598 -1.2728 -1.8807 0.7 -0.5 0.0 0.000
N 2.4940 -1.0103 -0.3584 -0.2 0.0 0.3 0.001
C 2.7758 -1.7673 0.6359 0.1 -0.1 -0.6 0.000
C 2.3822 -1.3546 1.9986 0.0 0.1 0.8 0.000
C 3.1053 -1.7932 3.1105 -0.1 0.0 -0.2 0.000
C 2.6304 -1.5029 4.3760 -0.2 0.1 0.0 0.000
C 1.4490 -0.7907 4.4920 0.1 -0.1 -0.1 0.000
C 0.8462 -0.3349 3.3333 0.1 -0.1 0.1 0.000
N 1.3068 -0.5814 2.1154 0.4 -0.2 -0.2 0.000
H 3.5080 -3.5265 1.3873 -0.1 0.2 0.0 0.000
H 4.0640 -5.4953 0.3595 0.0 -0.1 0.1 0.000
H 4.6069 -6.7115 -1.7210 0.0 -0.1 0.0 0.000
H 4.5366 -5.5309 -3.8883 0.0 0.0 -0.1 0.000
H 3.8259 -3.1613 -3.9816 0.0 0.0 -0.1 0.000
H 4.0287 -2.3355 2.9951 0.1 -0.1 0.0 0.000
H 3.1600 -1.8375 5.2538 0.1 -0.1 0.1 0.000
H 1.0032 -0.5888 5.4513 0.0 0.1 0.1 0.000
H -0.0769 0.2239 3.3739 -0.1 0.1 0.1 0.000
N -4.1452 -3.6875 4.5746 -0.2 -0.3 0.3 0.000
C -3.6050 -2.9741 3.8592 -0.3 -0.2 0.3 0.000
C -2.9031 -2.1022 2.9982 0.5 0.6 -0.6 0.001
C -1.7048 -2.5296 2.4281 -0.1 0.1 -0.1 -0.001
C -1.0164 -1.6921 1.5753 0.2 0.0 0.0 0.000
C -1.4352 -0.3807 1.2954 -0.4 -0.6 0.5 -0.005
C -2.6498 0.0066 1.8686 0.2 0.4 -0.1 0.003
C -3.3850 -0.8335 2.6907 0.1 -0.1 0.1 0.000
H -1.3367 -3.5248 2.6317 0.0 -0.1 0.0 0.000
H -0.1173 -2.0868 1.1094 -0.2 0.0 0.1 0.000
H -3.0640 0.9831 1.6596 0.0 0.0 0.0 0.001
H -4.3392 -0.5196 3.0834 -0.1 0.1 0.1 0.000
```
Forces are in eV/Å.

Calculated values
highest occupied orbital energy (spin up / spin down): -9.792 / -9.795 eV
charge: +1
electronic energy: -3900.52129 Eh
HOMO-LUMO gap (spin up / spin down): 6.03 / 5.69 eV
multiplicity: 2
maximum force: 0.0306 Eh/bohr